No. 1
The following is a quantum chemistry calculation of a cluster of 10 separate species, C28H58Cl4N6O12 in total in a non-equilibrium geometry, from the OMol25 dataset.

Last column: Löwdin charge in e.
Cartesian coordinates (Å):
O: -6.230 3.930 1.778  0.14
C: -5.037 3.943 1.712  -0.60
O: -4.285 3.460 2.719  0.05
C: -2.902 3.615 2.464  -0.13
C: -2.867 4.204 1.015  -0.11
O: -4.273 4.457 0.740  0.05
H: -2.425 4.428 3.013  0.11
H: -2.446 2.635 2.566  0.09
H: -2.577 3.473 0.264  0.07
H: -2.322 5.139 1.007  0.10
O: 3.674 0.829 0.080  0.15
C: 3.385 1.917 -0.310  -0.59
O: 2.775 2.850 0.445  0.00
C: 2.597 4.058 -0.288  -0.11
C: 3.097 3.693 -1.696  -0.09
O: 3.697 2.405 -1.523  0.06
H: 1.532 4.270 -0.381  0.13
H: 3.132 4.904 0.134  0.13
H: 3.879 4.367 -2.037  0.13
H: 2.279 3.596 -2.407  0.12
C: -0.254 -8.440 1.439  -0.07
N: 0.127 -7.051 1.300  0.00
C: -0.636 -6.146 0.610  -0.58
C: -0.077 -4.750 0.546  0.00
O: -1.680 -6.463 0.074  0.05
H: -1.070 -8.641 0.747  0.08
H: -0.717 -8.657 2.405  0.08
H: 0.595 -9.081 1.220  0.08
H: 0.880 -6.693 1.858  0.11
H: 0.403 -4.374 1.452  0.03
H: -0.862 -4.018 0.356  0.08
H: 0.600 -4.688 -0.309  0.09
C: 2.336 4.427 3.439  -0.07
N: 0.996 4.672 2.925  0.04
C: 0.342 5.849 2.948  -0.52
C: 0.850 6.986 3.819  0.01
O: -0.712 5.980 2.326  0.01
H: 2.974 3.886 2.739  0.07
H: 2.281 3.795 4.328  0.09
H: 2.892 5.337 3.648  0.08
H: 0.585 3.916 2.402  0.08
H: 1.514 7.603 3.214  0.09
H: 1.386 6.568 4.673  0.07
H: 0.011 7.554 4.203  0.09
C: -2.420 3.488 -6.745  -0.06
N: -1.479 2.977 -5.759  -0.01
C: -1.567 1.784 -5.123  -0.55
C: -0.403 1.433 -4.213  -0.02
O: -2.540 1.046 -5.191  0.04
H: -1.943 3.497 -7.728  0.08
H: -2.662 4.510 -6.458  0.08
H: -3.313 2.883 -6.850  0.08
H: -0.560 3.387 -5.772  0.13
H: -0.200 2.284 -3.561  0.07
H: 0.455 1.096 -4.799  0.08
H: -0.700 0.556 -3.647  0.05
C: 6.741 -1.348 -6.334  -0.09
N: 5.668 -0.905 -5.481  -0.01
C: 4.587 -1.682 -5.192  -0.56
C: 3.730 -1.213 -4.061  -0.04
O: 4.398 -2.742 -5.753  0.06
H: 7.565 -0.636 -6.345  0.08
H: 6.420 -1.473 -7.368  0.08
H: 7.147 -2.299 -5.980  0.09
H: 5.816 -0.137 -4.853  0.12
H: 3.459 -2.127 -3.529  0.07
H: 2.810 -0.720 -4.370  0.06
H: 4.207 -0.604 -3.291  0.07
C: 2.111 -4.527 3.839  -0.06
N: 2.215 -3.090 3.929  0.03
C: 1.327 -2.256 3.355  -0.50
C: 1.357 -0.813 3.812  0.01
O: 0.442 -2.643 2.595  -0.02
H: 1.188 -4.879 3.381  0.06
H: 2.129 -4.981 4.830  0.09
H: 2.911 -4.939 3.223  0.09
H: 2.828 -2.659 4.597  0.13
H: 1.888 -0.150 3.129  0.08
H: 1.834 -0.771 4.794  0.08
H: 0.342 -0.433 3.887  0.08
C: -2.958 -1.823 1.984  -0.10
N: -2.400 -2.995 2.630  0.01
C: -3.069 -4.163 2.742  -0.55
C: -2.329 -5.371 3.232  0.01
O: -4.256 -4.224 2.435  0.03
H: -2.616 -0.968 2.574  0.08
H: -4.036 -1.845 1.912  0.04
H: -2.532 -1.745 0.979  0.06
H: -1.395 -2.974 2.797  0.08
H: -1.921 -5.855 2.344  0.05
H: -2.928 -6.031 3.851  0.09
H: -1.511 -5.079 3.902  0.08
Cl: 1.049 -1.143 -1.962  0.64
C: 0.602 -0.579 -0.333  -0.62
C: -0.076 0.769 -0.542  -0.61
Cl: -0.181 1.647 1.039  0.61
H: 1.508 -0.393 0.241  0.04
H: -0.003 -1.332 0.162  0.06
H: -1.117 0.705 -0.842  0.02
H: 0.528 1.342 -1.237  0.04
Cl: -6.443 -0.708 0.842  0.57
C: -5.944 -0.420 -0.841  -0.64
C: -5.075 0.806 -1.040  -0.58
Cl: -3.669 0.820 0.090  0.63
H: -6.843 -0.339 -1.444  0.07
H: -5.346 -1.283 -1.130  0.07
H: -5.632 1.738 -0.969  0.08
H: -4.641 0.784 -2.039  0.07

Output
ΔE to the lowest compared entry with this formula, charge and spin (kcal/mol): 0.0
LUMO (eV): -0.139
M (g mol⁻¹): 812.6
SMILES: O=C1OCCO1.O=C1OCCO1.CNC(C)=O.CNC(C)=O.CNC(C)=O.CNC(C)=O.CNC(C)=O.CNC(C)=O.ClCCCl.ClCCCl
Frontier orbital gap (eV): 8.449

No. 2
The following is a quantum chemistry calculation of a cluster of 2 separate species, C7H15NO in total in a non-equilibrium geometry, from the OMol25 dataset.

Last column: Löwdin charge in e.
Cartesian coordinates (Å):
C: 1.822 -0.116 0.453  -0.06
C: 0.365 -0.032 0.787  -0.33
C: -0.058 0.976 1.816  -0.06
C: -0.519 -0.945 0.243  -0.40
C: -0.017 -2.269 -0.277  -0.03
N: -1.820 -1.044 0.797  0.09
H: 2.294 -0.919 1.026  0.09
H: 1.955 -0.336 -0.608  0.08
H: 2.331 0.815 0.696  0.08
H: -1.025 1.426 1.589  0.07
H: 0.665 1.786 1.889  0.08
H: -0.152 0.486 2.789  0.09
H: 0.479 -2.123 -1.236  0.07
H: -0.838 -2.964 -0.447  0.08
H: 0.697 -2.728 0.405  0.09
H: -2.252 -0.148 0.977  0.07
H: -2.430 -1.625 0.238  0.08
C: 0.097 1.961 -1.395  -0.04
C: -0.538 0.486 -1.628  -0.35
O: -0.058 -0.234 -2.482  -0.01
H: -0.179 2.417 -0.448  0.05
H: 1.174 1.966 -1.535  0.07
H: -0.366 2.561 -2.177  0.07
H: -1.626 0.602 -1.470  0.12

Output
ΔE to the lowest compared entry with this formula, charge and spin (kcal/mol): 55.3
LUMO (eV): 0.912
M (g mol⁻¹): 129.2
SMILES: CC(C)=C(C)N.CC=O
Frontier orbital gap (eV): 8.775

No. 3
The following is a quantum chemistry calculation of a cluster of 2 separate species, C6H8O2 in total in a non-equilibrium geometry, from the OMol25 dataset.

Last column: Löwdin charge in e.
Cartesian coordinates (Å):
C: 0.022 0.248 -2.754  0.13
C: 0.081 0.283 -1.540  -0.11
C: 0.884 0.405 -0.187  -0.53
C: 1.385 -0.988 0.167  -0.02
O: 1.483 1.454 0.015  0.05
H: 0.084 0.321 -3.810  0.03
H: 2.205 -1.214 -0.516  0.10
H: 0.604 -1.737 0.056  0.09
H: 1.715 -0.976 1.206  0.09
C: -1.592 0.465 0.104  0.05
C: -0.764 0.535 1.219  -0.28
O: -1.064 -0.303 2.267  -0.01
H: -1.897 1.369 -0.396  0.09
H: -2.251 -0.386 -0.005  0.10
H: -0.419 1.505 1.564  0.13
H: -0.477 -0.982 2.610  0.10

Output
ΔE to the lowest compared entry with this formula, charge and spin (kcal/mol): 130.2
LUMO (eV): -0.001
M (g mol⁻¹): 112.1
SMILES: C#CC(C)=O.C=CO
Frontier orbital gap (eV): 8.815

No. 4
The following is a quantum chemistry calculation of a structure of composition C3F3N2O5S in a non-equilibrium geometry, from the OMol25 dataset.

Last column: Löwdin charge in e.
Cartesian coordinates (Å):
C: -1.548 -0.704 0.090  -0.32
C: -0.383 0.003 0.406  -0.27
C: 0.051 0.250 1.786  -0.67
N: -2.506 -1.250 -0.302  0.14
N: 0.612 1.210 -1.877  -0.52
O: -0.305 0.659 -2.484  0.06
O: 0.268 -1.875 -1.306  -0.23
O: 0.787 2.381 -1.783  0.11
O: 1.453 0.414 -1.268  -0.12
O: 1.825 -1.371 0.446  -0.23
F: 0.049 -0.819 2.582  0.13
F: 1.325 0.704 1.833  0.11
F: -0.706 1.169 2.405  0.13
S: 0.734 -0.969 -0.339  0.69

Output
ΔE to the lowest compared entry with this formula, charge and spin (kcal/mol): 46.4
LUMO (eV): 3.558
M (g mol⁻¹): 233.1
Charge: -1
Frontier orbital gap (eV): 9.344